Entry 1:
{"formula": "C29H48HgO15S5", "method": "ωB97M-V/def2-TZVPD", "species": ["O", "H", "H", "C", "C", "O", "C", "H", "H", "C", "H", "H", "H", "H", "H", "H", "H", "C", "C", "C", "C", "H", "C", "H", "C", "C", "C", "O", "H", "H", "O", "H", "H", "Hg", "C", "H", "H", "H", "H", "H", "C", "H", "H", "C", "H", "O", "H", "H", "H", "O", "H", "H", "H", "O", "O", "O", "C", "H", "O", "H", "C", "S", "H", "C", "C", "S", "C", "C", "S", "H", "H", "S", "C", "H", "H", "H", "H", "H", "C", "S", "C", "O", "O", "C", "C", "H", "H", "O", "H", "H", "H", "C", "O", "C", "C", "O", "H", "H"], "positions_angstrom": [[-3.881, 1.540, 2.946], [2.349, -4.555, 0.988], [-3.193, -2.262, -1.994], [2.623, 0.563, -4.244], [0.179, 0.659, 4.285], [3.405, 1.064, 3.046], [2.370, 1.513, -3.073], [0.100, -3.371, 2.259], [3.509, -1.440, -4.493], [-2.439, -2.148, -4.133], [3.249, -0.990, 4.733], [3.148, -3.262, 2.784], [1.926, -1.235, -3.612], [1.489, 2.080, -2.775], [4.107, -1.468, 0.638], [3.378, 1.035, -4.873], [-2.474, 4.278, 1.362], [2.930, -0.848, -3.784], [-0.129, 4.378, -1.861], [-4.556, 4.234, 0.526], [0.984, -4.507, -0.709], [5.568, -2.910, 2.146], [-1.605, 0.198, -4.000], [1.059, 0.753, 3.649], [-5.047, 1.751, 0.517], [0.260, 5.817, 0.210], [-0.146, 3.281, -0.952], [-0.326, 2.162, -1.340], [1.553, -4.096, -1.542], [-5.482, 4.662, 0.908], [0.260, 6.954, 0.844], [-5.885, 1.739, 1.214], [-1.138, -1.228, -5.637], [-0.078, 0.456, 0.303], [-3.460, 3.838, 1.512], [-4.175, 2.974, -1.077], [0.347, -5.201, -1.258], [4.583, -0.062, -2.771], [-4.045, 4.908, -0.161], [0.660, -5.662, 2.517], [-1.963, -0.905, -5.001], [-1.402, -3.942, 2.071], [-2.913, -0.488, 4.274], [-4.945, 3.031, -0.307], [4.107, -3.308, 4.156], [-1.527, -3.536, -0.812], [-0.041, 1.715, 4.438], [0.569, 0.306, 5.240], [3.950, -1.550, -1.804], [-0.885, -0.456, 2.467], [5.659, -1.608, 3.251], [-1.865, -0.504, 5.669], [-4.287, -1.507, -3.220], [0.392, 2.370, 1.267], [1.554, -0.007, -1.052], [-3.687, 0.924, -2.308], [2.944, -1.494, 3.816], [-1.580, -2.734, -3.805], [-0.182, 6.548, -2.087], [-5.877, 3.262, -0.823], [0.262, 3.433, 0.565], [-2.542, -0.070, -2.403], [-0.311, -6.094, 1.090], [-0.433, -4.038, 1.582], [1.571, -5.185, 0.556], [2.794, 0.549, -1.585], [-1.919, -0.778, 4.615], [0.348, -5.342, 1.523], [3.027, -0.201, 2.452], [-3.623, 4.232, 2.516], [1.743, 0.307, -4.835], [-0.301, -3.359, -0.104], [-0.891, -0.229, 3.700], [-4.893, 0.796, 0.014], [-0.549, 0.336, -3.767], [-1.874, 1.203, -4.327], [-1.623, -1.826, 4.587], [2.035, -6.090, 0.166], [4.465, -0.955, 1.530], [-3.518, 2.007, 1.642], [-3.255, -1.700, -2.926], [1.788, -0.256, 1.604], [-1.609, -0.345, -1.259], [-0.036, 5.603, -1.240], [3.765, -0.727, -2.494], [3.122, 2.301, -3.105], [0.656, 4.898, 2.099], [0.252, -1.992, 0.089], [-0.221, 4.379, -2.937], [5.130, -0.137, 1.253], [-3.032, -2.827, -4.745], [4.989, -2.068, 2.524], [-2.381, 1.431, 0.949], [3.826, -2.626, 3.353], [0.418, 4.776, 1.052], [3.725, 1.254, -0.642], [1.909, -1.791, 3.985], [-2.809, -0.581, -5.606]], "e_tot_ev": -119906.372, "de_lowest_kj_mol": 417.0, "homo_ev": -5.728}

=====

Entry 2:
{"formula": "C29H48IrNP3S2", "method": "ωB97M-V/def2-TZVPD", "species": ["H", "H", "H", "H", "H", "H", "C", "H", "P", "C", "H", "H", "H", "C", "H", "H", "H", "H", "H", "C", "H", "H", "C", "C", "C", "C", "H", "H", "C", "C", "H", "H", "H", "C", "C", "H", "C", "H", "H", "H", "H", "Ir", "H", "H", "H", "C", "H", "C", "C", "C", "C", "H", "C", "C", "C", "H", "H", "H", "P", "H", "C", "C", "H", "H", "P", "H", "H", "H", "N", "H", "H", "S", "C", "H", "C", "H", "H", "C", "S", "C", "H", "C", "C", "H"], "positions_angstrom": [[-1.734, -2.796, -1.710], [3.696, -0.684, -2.260], [-2.624, -2.950, 2.148], [-3.480, 4.735, 1.353], [-0.264, -5.645, 5.107], [0.723, -0.162, -3.706], [0.048, 4.231, 4.305], [0.927, -3.461, -0.876], [1.394, -1.159, -1.564], [-2.567, 4.112, 1.335], [-0.251, 2.689, -3.340], [4.492, 1.563, 4.627], [2.008, 3.341, 1.065], [4.502, 0.576, 4.152], [-1.984, -1.382, 2.805], [-2.419, 3.175, -1.423], [1.339, 5.930, 4.406], [-3.083, 0.322, -2.580], [0.379, -6.225, 2.770], [-2.013, 0.259, -2.806], [-3.768, -0.786, -0.793], [2.678, 5.316, 2.422], [-2.234, 2.266, -0.842], [-0.253, 3.051, 3.623], [1.113, 5.015, 3.874], [1.028, -1.148, -3.349], [-1.836, 0.662, -3.808], [2.065, -3.397, -2.233], [1.251, -4.299, 2.375], [1.232, -2.719, 4.214], [2.921, 0.776, -1.513], [-4.120, -1.566, 0.789], [1.550, -1.761, 4.623], [0.252, -4.915, 4.490], [-1.776, -3.033, -0.640], [-1.362, 5.629, 0.451], [0.594, -5.235, 3.173], [4.533, -2.953, 2.543], [-2.761, 3.101, 1.744], [-0.858, -2.698, 2.348], [6.385, -0.001, 5.089], [-0.048, -0.036, -0.082], [0.361, -3.415, 6.056], [-0.502, 4.012, 0.697], [0.488, 3.065, -1.743], [4.541, -1.978, 3.020], [-2.707, -3.581, -0.436], [-3.455, -0.866, 0.257], [0.177, 2.259, -2.423], [3.052, -0.318, -1.440], [-1.809, -2.207, 2.096], [-0.932, -3.681, -0.383], [-1.426, 4.587, 0.798], [5.572, -0.292, 4.415], [1.501, -3.007, 2.871], [1.584, -4.542, 1.367], [3.531, -0.560, -0.476], [0.041, 1.901, 1.868], [-1.024, 1.176, -1.594], [-1.697, 2.531, 0.071], [1.868, 4.670, 2.757], [1.796, -2.931, -1.273], [1.071, 1.682, -2.692], [2.660, 0.871, 3.068], [-1.746, -1.517, 0.391], [-1.721, -0.795, -2.805], [0.628, -0.237, 2.517], [1.926, -1.462, -3.897], [0.944, -0.594, 1.613], [6.420, -2.261, 4.021], [-0.601, 4.506, 5.130], [-1.622, 2.089, 4.163], [0.579, -3.661, 5.014], [0.210, -1.848, -3.548], [1.502, 3.545, 2.007], [-3.507, 0.118, 0.744], [2.613, -3.049, -0.548], [5.593, -1.569, 3.838], [2.133, -1.738, 1.756], [3.455, -1.121, 2.770], [-3.180, 1.833, -0.510], [0.448, 2.732, 2.450], [3.454, 0.169, 3.311], [-2.522, 3.033, 4.018]], "e_tot_ev": -84688.966, "s_squared": 6.03, "de_lowest_kj_mol": 20.8, "total_charge": 3, "spin_multiplicity": 5, "homo_ev": [-14.452, -16.577]}

=====

Entry 3:
{"formula": "C29H48N3O12", "method": "ωB97M-V/def2-TZVPD", "species": ["O", "N", "O", "H", "O", "O", "H", "O", "H", "C", "N", "H", "H", "H", "C", "H", "H", "C", "C", "H", "H", "H", "H", "H", "H", "C", "C", "C", "O", "H", "H", "H", "H", "H", "C", "H", "O", "H", "C", "C", "C", "H", "H", "C", "H", "C", "H", "H", "H", "H", "H", "C", "C", "H", "C", "C", "H", "H", "C", "C", "O", "H", "H", "H", "O", "H", "H", "C", "H", "C", "H", "N", "C", "C", "H", "H", "O", "H", "C", "C", "H", "O", "H", "H", "H", "H", "H", "C", "O", "C", "C", "C"], "positions_angstrom": [[7.572, 4.179, 0.271], [-0.802, -2.991, -2.388], [6.567, 3.650, -1.680], [-6.534, -4.120, -5.444], [-4.523, -1.947, -2.421], [2.002, -1.025, 2.187], [5.957, 2.377, -3.198], [-4.149, 2.249, -1.938], [5.883, 5.284, 4.375], [1.725, -2.805, -1.690], [2.694, -3.841, -1.581], [-0.651, -1.487, -0.778], [3.684, -3.743, -1.343], [-2.185, 3.387, 5.494], [-1.357, -3.939, 0.682], [7.275, 2.946, 4.517], [-6.675, 3.668, -2.452], [-3.563, 2.914, 3.913], [-1.371, 2.045, 4.028], [-3.892, -4.418, -6.058], [5.253, 1.448, 5.637], [-5.114, 1.459, -3.584], [0.333, 0.395, -0.413], [-2.989, -3.861, -3.854], [-2.966, -3.616, -0.828], [0.562, 0.295, 0.689], [-5.074, 1.306, -2.501], [-5.660, -4.154, -4.794], [-3.656, 1.487, 4.057], [-0.566, 1.858, 4.736], [-0.821, -2.470, -3.269], [5.867, 4.206, 2.964], [5.287, 0.659, -1.188], [-6.454, 1.077, -0.871], [5.742, 2.574, -2.148], [-4.731, 0.292, -2.300], [-5.855, -3.270, -3.677], [2.647, -6.017, -1.878], [5.275, 2.060, 4.738], [-1.382, -2.154, -1.297], [5.618, 4.287, 4.026], [-2.853, -2.286, 0.389], [4.694, 2.871, -2.051], [-4.681, -2.675, -3.362], [3.129, -2.087, 0.206], [-6.400, 1.599, -1.830], [-0.260, -3.795, 0.506], [5.463, 1.443, 3.856], [-3.709, 3.168, 2.860], [-1.625, -3.709, 1.751], [0.660, -1.925, 0.834], [6.091, 1.394, -1.263], [-2.176, 3.275, 4.406], [-4.666, -2.838, -6.177], [2.509, -1.224, -0.169], [2.109, -5.046, -1.872], [-0.982, 2.109, 3.010], [-4.345, 3.393, 4.502], [0.507, -3.465, -2.085], [-4.410, -3.648, -5.489], [1.900, -1.473, -1.472], [0.082, -5.514, -2.463], [1.115, 1.191, 1.072], [-3.001, -2.242, -4.628], [4.204, 4.081, 4.180], [-2.126, -1.466, -1.795], [7.196, 1.514, 0.602], [3.968, 2.796, 4.551], [-5.542, -5.172, -4.415], [-3.608, -3.095, -4.326], [6.340, 3.522, 5.898], [0.800, -4.844, -2.190], [-6.319, 3.097, -1.592], [6.432, 2.063, 0.055], [-1.794, 4.201, 3.978], [3.157, -0.310, -0.154], [-2.191, -0.230, 4.116], [-1.623, -5.003, 0.423], [-4.832, 3.315, -1.439], [-2.410, 0.952, 4.086], [6.975, 0.886, -1.657], [-4.304, 4.289, -0.984], [-7.261, 1.294, -2.426], [-6.851, 3.392, -0.689], [-0.436, 0.216, 1.209], [5.546, 2.213, 0.676], [1.349, -1.370, 2.822], [1.358, -1.049, 0.907], [2.870, 2.327, 4.670], [6.271, 3.201, 4.856], [-2.239, -2.990, -0.238], [6.949, 3.408, -0.397]], "e_tot_ev": -59885.448, "de_lowest_kj_mol": 0.0, "total_charge": 1, "homo_ev": -11.570}

=====

Question: Which formula does entry 2 have?
Answer: C29H48IrNP3S2

=====

Question: What is the formula in the second record?
Answer: C29H48IrNP3S2